(1)
2 unconnected molecules or ions with the total composition H4NO2SSi in a non-equilibrium geometry, computed with the ωB97M-V functional and the def2-TZVPD basis.

F_max = 2.0 eV/Å
Net charge = -1
Relative energy (zero: lowest compared OMol25 entry of this formula, charge and spin) = 303.4 kJ/mol
Kohn-Sham gap = 6.15 eV
Spin multiplicity = 1
Energy = -24361.209 eV

Each line ends with the natural charge from an NBO analysis.
Positions of all 9 atoms, in Å:
H -2.9890 -2.8915 -1.6880  0.37
N -2.5955 -1.9995 -1.6601  -1.38
H 2.8563 3.0677 1.5470  -0.22
H -1.8154 0.1969 -1.3130  -0.20
Si -1.3437 -1.1346 -1.2519  1.37
H 0.0726 -1.3778 -0.7535  -0.16
S 2.4788 1.4889 1.5619  1.35
O 2.0213 1.4370 2.9446  -1.06
O 1.3146 1.2128 0.6130  -1.07

(2)
A gas-phase ion, C14H18NO4 (charge +1), computed with the ωB97M-V functional and the def2-TZVPD basis.

F_max = 1.0 eV/Å
Net charge = +1
SMILES string = O=C(O)C[C@H]1C[NH2+]C[C@H](OC(=O)c2ccccc2)C1
Kohn-Sham gap = 8.60 eV
Spin multiplicity = 1
Energy = -24483.474 eV

Each line ends with the natural charge from an NBO analysis.
Positions of all 37 atoms, in Å:
H 0.9769 -2.2949 -1.6366  0.22
H 1.7200 -0.2401 -2.1705  0.23
C -2.1561 0.6737 1.6518  -0.20
H 0.3059 1.2686 -0.9566  0.19
H 2.9986 1.5705 -2.0419  0.44
C 0.9521 0.1417 0.7770  -0.44
O 0.0659 2.4351 0.7124  -0.53
N 2.9735 1.1207 -1.1260  -0.49
C -2.1242 1.3649 0.4356  -0.22
H 2.1619 3.0350 -0.5293  0.26
C 1.7244 -0.8758 -0.1015  -0.23
C -3.0093 -0.4098 1.8174  -0.18
C -3.8259 -0.8112 0.7610  -0.17
H 2.0239 -3.9502 -0.3496  0.48
H 2.6707 1.9800 0.7639  0.23
C 0.7897 1.4359 0.0102  0.08
C -3.7827 -0.1333 -0.4568  -0.22
H 2.4387 -1.4214 0.5088  0.23
C 2.1781 2.0018 -0.2034  -0.24
H -0.2648 -1.4400 -0.7508  0.25
H -3.0356 -0.9353 2.7576  0.23
C -1.2505 2.5421 0.2646  0.78
H 1.5330 0.3826 1.6650  0.22
C 0.7036 -1.9203 -0.6518  -0.52
H -2.9054 1.5035 -1.5541  0.22
C -2.9384 0.9575 -0.6236  -0.13
H 0.0112 -0.2981 1.0737  0.28
C 2.4000 -0.2581 -1.3295  -0.23
H 3.9415 1.0804 -0.8131  0.44
H -4.4265 -0.4571 -1.2592  0.23
C 0.5165 -3.0150 0.3666  0.78
O -0.2664 -2.9179 1.2540  -0.54
O -1.6088 3.5490 -0.2365  -0.49
O 1.2835 -4.1126 0.2466  -0.65
H 3.2255 -0.8969 -1.6281  0.24
H -4.4879 -1.6508 0.8953  0.23
H -1.5124 0.9960 2.4575  0.23

(3)
A molecular structure, C30H31GeN4O2RuS2, computed with the ωB97M-V functional and the def2-TZVPD basis.

F_max = 0.8 eV/Å
Relative energy (zero: lowest compared OMol25 entry of this formula, charge and spin) = 102.1 kJ/mol
Kohn-Sham gap (spin up / spin down) = 5.80 / 5.97 eV
Spin multiplicity = 2
Energy = -122436.673 eV

Each line ends with the Mulliken charge.
Positions of all 71 atoms, in Å:
C 3.3627 -2.0698 3.7690  -0.71
H 5.5156 1.2122 0.0212  0.55
C 2.0857 -4.5282 -0.9306  -0.76
C 3.0108 -5.2591 -1.9045  -0.64
H 1.8304 -2.7122 -2.1023  0.50
H 4.0974 -4.1050 3.6306  0.29
Ru 0.7226 0.3756 0.0585  0.42
N 7.6655 3.8398 0.6153  -0.50
H -1.5017 3.7978 5.2643  0.40
O -0.2176 -0.4588 -1.5979  -0.88
C 4.2701 4.3647 -0.1710  0.63
H -0.6493 -1.8405 -3.5476  0.39
H 0.9523 3.4701 5.4910  0.43
C -3.8240 -1.8822 -4.7303  -0.36
N -2.1219 0.1405 -0.4622  -1.16
S 2.9260 0.0556 -0.5175  -0.13
H 2.7207 -5.0061 -2.9286  0.31
H 5.1157 -5.5776 -2.3182  0.38
C 4.4878 -4.9406 -1.6952  -1.08
C -3.6832 -0.6118 -2.6937  -0.23
C 1.0995 2.2403 3.7620  -0.69
H 3.7743 -3.5687 5.2802  0.40
C -1.7514 1.2447 1.4890  -0.71
C -0.9649 3.1963 4.5438  -0.76
C -0.9653 1.8315 2.5352  0.78
C 2.1331 -3.0050 -1.0950  -0.80
C 6.5712 3.6244 0.3394  -0.21
H -4.4104 -2.2719 -5.5523  0.38
H 3.6205 -2.5051 1.6767  0.24
C -2.3181 -0.8801 -2.6215  0.39
H 4.7175 -3.9051 -1.9481  0.26
H 4.7752 -5.1040 -0.6537  0.26
O 1.1537 0.9138 1.8472  -0.06
S 0.9055 2.3450 -1.0475  -0.48
H 2.1665 2.0793 3.8446  0.49
C 5.2082 3.3316 0.0106  0.36
C -4.4307 -1.1115 -3.7467  -0.69
C 3.4720 1.7047 -0.3989  0.28
H -0.5158 -2.6028 -0.0384  -0.12
H 3.0507 -0.8787 2.0088  -0.22
C -2.4644 -2.1501 -4.6611  -0.74
H -1.9886 -2.7486 -5.4269  0.40
C -1.6331 2.6098 3.5018  -0.89
Ge 0.9402 -2.1365 0.1781  0.71
N -1.2569 0.6016 0.4794  0.95
C 2.5460 2.7365 -0.6066  0.81
H 2.2421 4.8669 -0.6162  0.55
H -2.8320 1.3515 1.5255  0.35
C 3.4183 -3.5157 4.2511  -1.24
H 1.3620 -3.4348 2.2363  0.62
H 2.4367 -3.9912 4.2177  0.30
H 2.6722 -1.4972 4.3961  0.28
C 4.6554 5.7379 -0.0288  -0.24
C -1.7118 -1.6480 -3.6114  -0.37
N 4.9416 6.8451 0.0793  -0.49
H 2.8525 -6.3347 -1.7938  0.38
H 2.3658 -4.8015 0.0941  0.29
C -1.4981 -0.3623 -1.5028  0.66
H 0.8090 -1.8349 2.7099  0.41
C 0.4188 3.0074 4.6713  -0.49
H -2.7038 2.7406 3.3979  0.40
H -5.4903 -0.8987 -3.8031  0.39
H 3.1429 -2.6311 -0.9357  0.59
H 4.3465 -1.6103 3.8925  0.40
C 2.9389 -1.9243 2.3076  0.21
C 1.5021 -2.3635 2.0533  -0.72
C 0.4362 1.6484 2.6704  0.52
C 2.9522 4.0614 -0.4810  -0.98
H 1.0610 -4.8836 -1.0749  0.36
C 4.8004 2.0125 -0.1165  -0.82
H -4.1418 -0.0120 -1.9207  0.46

(4)
C3H9N3O in the gas phase in a non-equilibrium geometry, computed with the ωB97M-V functional and the def2-TZVPD basis.

F_max = 1.5 eV/Å
Relative energy (zero: lowest compared OMol25 entry of this formula, charge and spin) = 356.8 kJ/mol
SMILES string = CON/N=C(/C)N
Kohn-Sham gap = 8.77 eV
Spin multiplicity = 1
Energy = -9771.842 eV

Each line ends with the natural charge from an NBO analysis.
Positions of all 16 atoms, in Å:
N 0.9776 -0.3291 1.1679  -0.17
N -0.9188 1.4600 0.3394  -0.85
O 2.2259 -0.7738 0.7363  -0.38
H 2.0378 -1.4013 -1.2350  0.18
C -1.0400 0.0770 0.2123  0.39
H -1.6628 1.9880 -0.0863  0.39
H -0.0071 1.8547 0.1600  0.38
C 2.4969 -0.6020 -0.6424  -0.27
H 1.0247 0.6920 1.2783  0.30
H -2.7665 0.0272 -1.0634  0.21
H 2.1354 0.3715 -1.0073  0.16
N -0.1354 -0.7729 0.5042  -0.34
H 3.5795 -0.6397 -0.7369  0.20
H -2.4295 -1.4791 -0.1793  0.25
H -3.0978 -0.0769 0.6722  0.22
C -2.4198 -0.3958 -0.1201  -0.66